# 1
This record from the Open Molecules 2025 dataset describes 11 unconnected molecules or ions with the total composition C42H101N11O8 in a non-equilibrium geometry. The level of theory is ωB97M-V/def2-TZVPD.

Structure (ORCA input):
```
! wB97M-V def2-TZVPD RIJCOSX def2/J DEFGRID3
* xyz 0 1
C -4.610 -1.538 -3.280
C -5.059 -1.159 -1.841
N -5.235 -2.228 -0.804
C -5.614 -1.664 0.442
C -5.281 -2.633 1.582
C -6.169 -3.305 -1.343
C -7.629 -2.773 -1.426
H -4.295 -0.568 -3.665
H -5.364 -2.115 -3.814
H -3.704 -2.144 -3.304
H -4.255 -0.586 -1.379
H -5.905 -0.474 -1.878
H -5.124 -0.706 0.618
H -6.667 -1.412 0.567
H -6.132 -3.311 1.646
H -4.338 -3.160 1.438
H -5.150 -2.042 2.489
H -6.114 -4.022 -0.524
H -5.818 -3.864 -2.211
H -8.081 -2.620 -0.446
H -8.201 -3.618 -1.809
H -7.878 -1.882 -2.001
C 1.349 -6.024 0.326
C 0.988 -4.568 0.521
N -0.433 -4.206 0.810
C -1.392 -4.589 -0.269
C -1.053 -4.091 -1.621
C -0.823 -4.614 2.186
C -2.136 -3.961 2.534
H 1.132 -6.609 1.220
H 2.436 -6.069 0.260
H 0.788 -6.552 -0.445
H 1.512 -4.336 1.448
H 1.336 -3.937 -0.297
H -1.378 -5.676 -0.344
H -2.398 -4.283 0.020
H -1.375 -3.072 -1.837
H 0.019 -4.083 -1.821
H -1.526 -4.735 -2.362
H -0.029 -4.336 2.879
H -0.921 -5.698 2.236
H -2.035 -2.887 2.376
H -2.268 -4.238 3.580
H -2.983 -4.457 2.060
C -1.174 6.023 3.963
C -0.388 5.567 2.759
N -0.083 4.146 2.689
C 0.683 3.760 3.925
C 0.945 2.246 4.012
C 0.572 3.781 1.499
C 2.034 4.234 1.286
H -1.831 5.232 4.325
H -1.729 6.911 3.661
H -0.577 6.271 4.840
H -1.011 5.798 1.895
H 0.485 6.204 2.618
H 1.588 4.365 3.994
H 0.136 4.056 4.821
H 1.460 1.811 3.156
H 1.493 1.871 4.877
H -0.001 1.711 4.094
H 0.082 4.174 0.608
H 0.461 2.742 1.190
H 2.785 3.666 1.835
H 2.079 5.312 1.441
H 2.396 4.110 0.265
C -0.186 0.284 -4.019
C -1.390 0.098 -4.979
O -2.101 1.017 -5.302
N -1.866 -1.067 -5.393
C -1.140 -2.271 -5.217
H 0.610 -0.230 -4.559
H -0.478 -0.175 -3.075
H 0.028 1.352 -3.972
H -2.677 -1.148 -5.990
H -0.914 -2.685 -6.200
H -1.731 -3.085 -4.798
H -0.202 -2.304 -4.663
C 4.979 -3.226 -0.486
C 5.331 -2.203 -1.547
O 6.354 -1.574 -1.484
N 4.316 -1.922 -2.440
C 4.334 -1.028 -3.531
H 5.804 -3.884 -0.212
H 4.155 -3.880 -0.773
H 4.578 -2.677 0.366
H 3.383 -2.296 -2.341
H 3.755 -0.147 -3.252
H 3.899 -1.494 -4.415
H 5.330 -0.680 -3.803
C 1.658 -2.648 5.422
C 1.120 -1.673 4.320
O 0.146 -0.993 4.531
N 1.739 -1.565 3.133
C 3.074 -2.105 2.843
H 1.990 -3.573 4.951
H 0.803 -2.749 6.091
H 2.407 -2.146 6.034
H 1.351 -1.002 2.390
H 3.825 -1.560 3.415
H 3.252 -1.820 1.806
H 3.279 -3.173 2.916
C -3.314 1.564 2.800
C -4.124 2.783 2.257
O -5.330 2.740 2.217
N -3.376 3.844 1.942
C -3.930 5.110 1.368
H -3.257 1.643 3.886
H -2.322 1.475 2.357
H -3.799 0.650 2.458
H -2.374 3.830 2.069
H -4.941 4.985 0.980
H -3.300 5.587 0.617
H -3.944 5.881 2.139
C -1.060 4.322 -2.068
C -2.112 3.376 -1.666
O -1.817 2.389 -0.991
N -3.378 3.559 -2.078
C -4.527 2.763 -1.919
H -0.648 4.025 -3.032
H -0.242 4.344 -1.348
H -1.570 5.285 -2.098
H -3.525 4.185 -2.856
H -5.487 3.257 -1.775
H -4.397 2.028 -1.124
H -4.692 2.129 -2.790
C 3.280 3.501 -3.778
C 4.380 2.827 -2.907
O 4.094 2.656 -1.735
N 5.511 2.555 -3.438
C 6.566 1.825 -2.674
H 3.617 4.517 -3.987
H 2.229 3.444 -3.495
H 3.332 2.991 -4.740
H 5.633 3.015 -4.329
H 6.374 1.576 -1.630
H 7.456 2.452 -2.720
H 6.822 0.855 -3.100
C 1.034 0.566 -0.854
C 1.047 -0.878 -0.362
O 2.078 -1.523 -0.386
N 0.018 -1.375 0.311
C -1.340 -0.762 0.410
H 0.099 0.805 -1.361
H 1.841 0.794 -1.551
H 0.890 1.198 0.022
H 0.232 -2.219 0.821
H -1.449 -0.025 -0.386
H -1.358 -0.247 1.371
H -2.172 -1.465 0.394
C 4.432 0.954 1.320
C 5.873 0.897 1.932
O 6.107 1.341 3.002
N 6.815 0.407 1.109
C 8.213 0.428 1.419
H 3.658 0.522 1.954
H 4.292 0.266 0.486
H 4.184 1.914 0.867
H 6.499 0.159 0.182
H 8.703 1.102 0.717
H 8.597 -0.590 1.344
H 8.474 0.852 2.389
*
```

Output
* ΔE to the lowest compared entry with this formula, charge and spin: 2.782 eV
* SMILES: CCN(CC)CC.CCN(CC)CC.CCN(CC)CC.CNC(C)=O.CNC(C)=O.CNC(C)=O.CNC(C)=O.CNC(C)=O.CNC(C)=O.CNC(C)=O.CNC(C)=O
* lowest unoccupied orbital energy: 0.33 eV
* gap between HOMO and LUMO: 8.636 eV

---

# 2
This record from the Open Molecules 2025 dataset describes 9 unconnected molecules or ions with the total composition C42H102F4N15O17P5 in a non-equilibrium geometry. The level of theory is ωB97M-V/def2-TZVPD.

Structure (ORCA input):
```
! wB97M-V def2-TZVPD RIJCOSX def2/J DEFGRID3
* xyz 0 1
C -0.765 7.001 0.556
C -2.106 7.275 1.260
O -2.939 6.397 0.530
C -2.384 6.066 -0.654
O -2.949 5.505 -1.538
O -1.177 6.643 -0.771
F -2.571 8.543 1.183
H -0.165 6.188 0.953
H -0.174 7.916 0.546
H -2.168 6.966 2.302
C 0.933 1.929 4.448
C 1.553 3.310 4.506
O 2.900 2.998 4.208
C 3.139 1.754 4.673
O 4.182 1.178 4.710
O 1.978 1.114 4.987
F 1.502 3.778 5.798
H 0.641 1.609 3.443
H 0.009 1.811 5.008
H 1.149 4.032 3.800
C 1.430 1.693 -0.455
C 0.365 1.116 0.461
O -0.271 2.295 0.894
C 0.681 3.245 1.013
O 0.667 4.219 1.696
O 1.724 2.927 0.205
F 0.929 0.506 1.551
H 0.920 1.884 -1.402
H 2.310 1.065 -0.461
H -0.311 0.427 -0.030
C 3.040 -1.355 -2.652
C 2.540 -2.753 -3.075
O 1.482 -3.021 -2.236
C 1.152 -1.887 -1.531
O 0.162 -1.735 -0.887
O 2.160 -1.028 -1.541
F 3.543 -3.659 -2.870
H 3.064 -0.568 -3.401
H 4.003 -1.444 -2.149
H 2.263 -2.750 -4.129
O 2.372 -5.393 4.753
P 1.583 -4.690 3.731
N 1.136 -3.086 4.055
C 2.220 -2.274 4.598
C 0.133 -2.369 3.312
N 0.140 -5.458 3.306
C -1.016 -5.406 4.189
C 0.215 -6.711 2.593
N 2.456 -4.635 2.259
C 3.462 -5.665 2.056
C 1.924 -4.031 1.040
H 2.784 -1.775 3.807
H 2.907 -2.919 5.150
H 1.859 -1.590 5.368
H -0.785 -2.954 3.235
H 0.483 -1.937 2.373
H -0.231 -1.568 3.970
H -1.254 -4.383 4.479
H -1.893 -5.763 3.642
H -0.897 -6.031 5.079
H 1.000 -6.754 1.844
H 0.097 -7.582 3.244
H -0.660 -6.797 1.925
H 3.900 -5.983 2.998
H 3.054 -6.529 1.520
H 4.319 -5.285 1.490
H 2.751 -3.996 0.326
H 1.487 -3.055 1.196
H 1.202 -4.693 0.543
O 0.816 1.802 -3.916
P -0.475 1.438 -4.590
N -0.698 2.355 -5.956
C -1.595 1.962 -7.046
C -0.279 3.754 -5.944
N -1.814 1.800 -3.629
C -3.151 1.551 -4.129
C -1.725 2.344 -2.278
N -0.614 -0.149 -5.079
C -1.185 -1.109 -4.140
C 0.419 -0.608 -5.994
H -1.685 0.877 -7.098
H -1.220 2.199 -8.045
H -2.566 2.435 -6.900
H -0.733 4.261 -5.090
H -0.559 4.209 -6.892
H 0.802 3.895 -5.887
H -3.697 2.484 -4.320
H -3.159 1.072 -5.107
H -3.746 0.967 -3.424
H -2.642 2.782 -1.896
H -1.418 1.545 -1.594
H -0.887 3.044 -2.305
H -0.625 -1.067 -3.205
H -2.217 -0.818 -3.932
H -1.295 -2.116 -4.539
H 1.417 -0.549 -5.542
H 0.481 0.080 -6.841
H 0.202 -1.602 -6.379
O -4.403 -2.435 1.753
P -4.365 -2.592 0.288
N -5.742 -3.423 -0.299
C -6.181 -3.392 -1.699
C -6.412 -4.325 0.627
N -3.054 -3.433 -0.272
C -2.532 -3.515 -1.643
C -2.221 -4.180 0.702
N -4.373 -1.165 -0.608
C -3.100 -0.553 -0.913
C -5.506 -0.287 -0.781
H -5.301 -3.387 -2.339
H -6.842 -2.536 -1.827
H -6.666 -4.342 -1.924
H -6.508 -3.920 1.633
H -5.842 -5.258 0.729
H -7.401 -4.611 0.267
H -2.215 -4.542 -1.827
H -3.292 -3.295 -2.388
H -1.696 -2.820 -1.715
H -2.553 -3.894 1.697
H -2.340 -5.253 0.554
H -1.189 -3.850 0.574
H -2.219 -1.164 -0.708
H -2.963 -0.504 -2.003
H -2.968 0.429 -0.455
H -5.486 0.180 -1.773
H -5.406 0.550 -0.081
H -6.488 -0.745 -0.697
O 7.927 2.776 -1.886
P 7.222 1.557 -2.342
N 7.047 1.460 -4.018
C 8.170 1.668 -4.920
C 5.783 1.089 -4.663
N 5.697 1.391 -1.654
C 4.713 2.403 -2.100
C 5.576 1.141 -0.202
N 7.957 0.118 -1.827
C 7.508 -1.087 -2.509
C 9.347 0.145 -1.432
H 8.702 0.732 -5.118
H 8.858 2.403 -4.504
H 7.811 2.041 -5.879
H 5.230 0.479 -3.943
H 5.960 0.433 -5.515
H 5.146 1.944 -4.891
H 4.940 2.893 -3.045
H 3.710 1.984 -2.196
H 4.791 3.153 -1.306
H 6.252 1.842 0.297
H 4.553 1.185 0.151
H 6.018 0.157 -0.037
H 7.729 -1.898 -1.811
H 6.414 -1.114 -2.554
H 7.845 -1.230 -3.539
H 10.052 0.251 -2.261
H 9.540 -0.754 -0.838
H 9.464 0.938 -0.691
O -1.757 2.864 3.855
P -3.023 2.089 3.998
N -2.809 0.427 3.794
C -2.284 0.044 2.491
C -3.708 -0.545 4.368
N -4.216 2.491 2.883
C -5.475 1.790 2.657
C -3.897 3.483 1.845
N -3.730 2.190 5.503
C -4.567 3.353 5.782
C -2.876 1.815 6.617
H -3.052 0.248 1.734
H -2.048 -1.018 2.461
H -1.386 0.592 2.215
H -4.705 -0.594 3.919
H -3.917 -0.460 5.438
H -3.288 -1.552 4.305
H -5.322 0.741 2.401
H -6.051 1.836 3.591
H -6.104 2.328 1.953
H -4.775 4.076 1.590
H -3.157 4.201 2.202
H -3.462 2.987 0.972
H -3.988 4.243 6.041
H -5.193 3.563 4.915
H -5.272 3.140 6.587
H -2.002 2.451 6.794
H -2.532 0.782 6.568
H -3.441 1.880 7.551
*
```

Output
* ΔE to the lowest compared entry with this formula, charge and spin: 0.000 eV
* SMILES: CN(C)P(=O)(N(C)C)N(C)C.CN(C)P(=O)(N(C)C)N(C)C.CN(C)P(=O)(N(C)C)N(C)C.CN(C)P(=O)(N(C)C)N(C)C.CN(C)P(=O)(N(C)C)N(C)C.O=C1OC[C@@H](F)O1.O=C1OC[C@@H](F)O1.O=C1OC[C@@H](F)O1.O=C1OC[C@@H](F)O1
* lowest unoccupied orbital energy: 0.00 eV
* gap between HOMO and LUMO: 8.380 eV